The following is a quantum chemistry calculation of a structure of composition C29H53N8O2PSTi, from OMol25.

Geometry (Å):
Ti -0.51924 0.56514 1.33797
C -3.33307 2.81500 -1.30461
C -2.64588 1.85565 -0.40006
N -1.54553 2.10666 0.21843
C -0.88776 3.40111 0.00071
C 0.53918 3.30265 0.50381
N 0.60828 2.42366 1.70564
C 0.26014 3.08477 2.99909
C -1.22934 3.00225 3.23280
N -1.63993 1.58126 3.06910
C -1.58684 0.79274 4.35204
C -0.86357 -0.54160 4.12345
N -1.21501 -0.89182 2.74788
C -2.12738 -1.74399 2.45025
C -2.64323 -2.83826 3.31141
C -2.82388 -1.38821 1.18210
C -3.92041 -2.03310 0.64118
C -4.66946 -1.36358 -0.32584
C -4.32204 -0.07023 -0.69210
C -3.17838 0.49260 -0.13820
N -2.43713 -0.17572 0.74907
H -3.52393 3.75687 -0.78407
H -4.27849 2.43985 -1.67966
H -2.69563 3.05284 -2.16028
H -1.45508 4.19110 0.50072
H -0.87679 3.65098 -1.06324
H 0.94586 4.29269 0.73019
H 1.16807 2.84000 -0.26069
H 1.58769 2.14889 1.78273
H 0.61425 4.11921 3.00696
H 0.79182 2.54943 3.79076
H -1.78318 3.60498 2.51535
H -1.48795 3.37449 4.22721
H -2.61664 1.58900 2.77608
H -2.61016 0.61634 4.68641
H -1.08799 1.37401 5.12722
H -1.17736 -1.28838 4.85244
H 0.20883 -0.41005 4.19646
H -1.94807 -3.11649 4.09825
H -2.85348 -3.72239 2.70928
H -3.59085 -2.53822 3.77025
H -4.22532 -3.00946 0.99134
H -5.54684 -1.83226 -0.75176
H -4.93564 0.47963 -1.38927
C 3.08487 -1.91982 1.56118
S 2.68662 -0.40806 2.40497
C 2.78781 -0.95358 4.09600
O 1.16805 -0.16377 2.11208
H 4.15816 -2.07122 1.68734
H 2.85340 -1.75474 0.50888
H 2.52659 -2.75257 1.98429
H 3.83884 -1.20117 4.26115
H 2.16955 -1.83405 4.25676
H 2.52162 -0.12991 4.75546
O 0.08800 0.12539 -0.40389
P 0.95359 -0.28355 -1.65862
N 1.39657 -1.81672 -1.27552
C 2.34263 -2.51595 -2.20219
C 1.62904 -3.81411 -2.54678
C 0.92347 -4.15713 -1.23854
C 0.41204 -2.80207 -0.74467
N 0.00672 -0.08642 -2.97095
C -1.45696 -0.33752 -2.86275
C -1.97426 -0.42640 -4.30448
C -0.87868 0.22432 -5.13510
C 0.38956 -0.19531 -4.41554
N 2.27781 0.66303 -1.71220
C 3.06887 1.16801 -2.88931
C 4.43922 1.52734 -2.30894
C 4.18425 1.72690 -0.82110
C 3.16704 0.63692 -0.52784
H 3.28104 -2.71110 -1.67829
H 2.56922 -1.90266 -3.07397
H 2.31889 -4.58810 -2.87431
H 0.90066 -3.65067 -3.34418
H 1.63508 -4.58052 -0.52797
H 0.11559 -4.87443 -1.36470
H 0.37023 -2.74083 0.34715
H -0.59065 -2.60644 -1.12764
H -1.91247 0.50029 -2.32679
H -1.67989 -1.25489 -2.31644
H -2.93707 0.06779 -4.41937
H -2.10439 -1.46935 -4.59453
H -0.96842 1.31140 -5.12562
H -0.88337 -0.10580 -6.17119
H 1.22021 0.44531 -4.65902
H 0.64555 -1.22990 -4.66264
H 2.57075 2.04109 -3.30872
H 3.16749 0.40695 -3.65709
H 4.84932 2.41280 -2.78874
H 5.14442 0.71079 -2.46467
H 3.75340 2.71264 -0.63486
H 5.08426 1.62631 -0.21906
H 2.57900 0.82553 0.37460
H 3.66406 -0.33408 -0.42843

Calculated values
**Molecular weight**: 656.71 g mol⁻¹
**Maximum force**: 0.6 eV/A
**E_LUMO**: -12.66 eV
**Electronic energy**: -90157.2456 eV
**Net charge**: +4
**Spin multiplicity**: 1
**Gap between HOMO and LUMO**: 0.2343 Ha

---

The following is a quantum chemistry calculation of a cluster of 5 separate species, C29H54Cl2IN6O4 in total, from OMol25.

Geometry (Å):
C -0.59501 6.08682 0.67094
C -1.83594 5.74137 -0.17919
C -1.51174 5.29444 -1.62401
C -2.24811 4.01107 -2.06195
C -1.38330 2.72651 -1.99324
C -1.89420 1.72187 -0.94905
C -0.78025 0.88659 -0.27419
C -0.76783 1.14913 1.23049
C 0.33546 0.47715 2.02170
N 1.65539 1.19904 1.94778
N 1.70866 2.15339 1.03318
C 2.82717 2.80774 0.89794
I 2.91709 4.25814 -0.57099
C 3.95115 2.53840 1.69356
C 3.87094 1.56800 2.63703
C 5.03910 1.23368 3.48203
Cl 5.84635 -0.22014 3.00944
C 5.46006 1.99488 4.49469
C 4.79195 3.26281 4.93621
Cl 6.85339 1.56779 5.39489
C 2.65573 0.86161 2.76279
C 2.50782 -0.22431 3.77043
H -0.36142 5.27506 1.36636
H -0.77796 6.96641 1.29018
H 0.27710 6.29032 0.05040
H -2.46082 6.63435 -0.21398
H -2.42941 4.97806 0.32299
H -0.43237 5.17307 -1.75145
H -1.81659 6.10012 -2.29550
H -3.13436 3.88032 -1.43914
H -2.59591 4.15310 -3.08769
H -1.39304 2.26717 -2.98570
H -0.34565 3.01661 -1.78840
H -2.45443 2.27976 -0.19308
H -2.61004 1.05387 -1.43334
H 0.17031 1.20915 -0.70270
H -0.93675 -0.17366 -0.48113
H -1.69727 0.74393 1.64438
H -0.80081 2.22035 1.43977
H 0.06885 0.48603 3.07759
H 0.50892 -0.56059 1.74347
H 4.86568 3.09797 1.54989
H 3.80668 3.38373 4.49252
H 4.69701 3.24613 6.02249
H 5.42839 4.11787 4.70076
H 1.57501 -0.76897 3.67501
H 3.32172 -0.93763 3.63514
H 2.58144 0.19379 4.77670
C -6.14997 4.42316 -0.52898
O -4.95162 4.30415 -0.34208
N -6.98708 3.39439 -0.74529
C -8.40698 3.58500 -0.96491
C -6.43777 2.04913 -0.75965
H -6.65049 5.40467 -0.53991
H -8.98579 3.06580 -0.19897
H -8.69766 3.20034 -1.94402
H -8.64453 4.64576 -0.92242
H -5.96601 1.82234 0.19721
H -5.68050 1.95685 -1.53899
H -7.23861 1.33832 -0.94650
C -0.07762 0.83424 -4.84744
O -1.26426 1.05445 -4.69712
N 0.44123 0.10135 -5.84772
C 1.86510 -0.12627 -5.98201
C -0.46806 -0.47589 -6.82569
H 0.68555 1.23464 -4.15532
H 2.22845 0.26704 -6.93304
H 2.08872 -1.19404 -5.93831
H 2.39348 0.37512 -5.17330
H -1.03558 0.30932 -7.32458
H -1.17699 -1.14350 -6.33607
H 0.10598 -1.03235 -7.56206
C 0.11401 -3.61317 2.95644
O 0.28032 -2.42385 3.21699
N 0.20008 -4.14715 1.73702
C -0.01308 -5.57184 1.49838
C 0.51216 -3.28454 0.61351
H -0.12913 -4.34709 3.73736
H 0.87377 -6.01601 1.06126
H -0.85570 -5.70226 0.81672
H -0.22938 -6.07927 2.43271
H 1.48139 -2.80222 0.76034
H -0.24512 -2.50518 0.50823
H 0.54240 -3.87855 -0.29550
C 2.51502 -8.60628 1.63215
O 1.41748 -8.10028 1.80219
N 2.81818 -9.44090 0.62582
C 4.13964 -10.01782 0.47152
C 1.77968 -9.77727 -0.33530
H 3.36208 -8.41609 2.31101
H 4.57398 -9.72741 -0.48659
H 4.08804 -11.10668 0.51641
H 4.78867 -9.66639 1.27077
H 1.41522 -8.87759 -0.83160
H 0.93608 -10.24913 0.16802
H 2.18706 -10.45931 -1.07673

Calculated values
**Molecular weight**: 748.60 g mol⁻¹
**Maximum force**: 0.7 eV/A
**E_LUMO**: -3.76 eV
**Electronic energy**: -81218.3874 eV
**Net charge**: +1
**Spin multiplicity**: 1
**Gap between HOMO and LUMO**: 0.2570 Ha

---

The following is a quantum chemistry calculation of a cluster of 4 separate species, C29H54N2O11 in total, from OMol25.

Geometry (Å):
N -0.11618 -0.42905 4.52649
C -0.21702 -1.87336 3.99228
C -1.79317 -2.08875 3.58677
C -2.12123 -3.48926 2.80005
C -0.89658 -4.07526 1.88104
C -0.31974 -5.61096 2.15864
C 0.89048 -6.17023 1.18510
C 1.55226 -5.29883 -0.07508
C 0.96367 -3.78635 -0.30736
C -0.22898 -3.20527 0.65663
C -0.54775 -1.69160 0.11343
O -1.08794 -0.61563 0.69100
N 0.00861 -1.77652 -1.31896
C 1.29675 -2.62029 -1.41069
O 2.35810 -2.42884 -2.21687
H -1.02739 0.05594 4.29564
H 0.70179 0.06467 4.10591
H 0.07256 -2.55470 4.92796
H 0.54527 -2.02504 3.11705
H -2.24471 -1.21338 2.95485
H -2.39838 -2.11619 4.60874
H -3.02788 -3.25329 2.06036
H -2.45414 -4.33484 3.56051
H -0.77050 -6.29282 3.02830
H 1.34470 -7.24631 1.35522
H 2.38837 -5.70419 -0.78863
H -0.72442 -2.21766 -1.94737
C 2.82764 -0.13838 0.59206
O 3.66167 -0.67647 1.60480
C 3.81696 -2.09288 1.49113
C 5.19762 -2.52472 1.99025
O 6.25929 -2.23765 1.06953
C 6.61330 -0.85584 0.92381
C 7.34030 -0.27792 2.14183
O 6.42102 -0.03369 3.20657
C 7.01508 -0.17907 4.48589
H 1.80032 -0.49687 0.71898
H 2.83765 0.95050 0.67952
H 3.19942 -0.40663 -0.40053
H 3.69228 -2.41765 0.45104
H 3.03996 -2.55716 2.10416
H 5.18946 -3.61567 2.09313
H 5.41569 -2.12386 2.98063
H 5.74667 -0.25489 0.64175
H 7.30404 -0.82119 0.07366
H 7.79502 0.68276 1.87749
H 8.12602 -0.97188 2.45488
H 7.47671 -1.16660 4.58786
H 6.22804 -0.09395 5.23999
H 7.75582 0.60709 4.65132
C -8.37869 3.40371 0.73102
O -7.02748 3.17849 0.36454
C -6.16895 4.25452 0.74969
C -4.76812 3.73392 1.07907
O -4.68058 3.08068 2.35300
C -5.30968 1.79579 2.44909
C -4.56849 0.69231 1.68813
O -4.79640 0.81024 0.28366
C -3.69868 0.35278 -0.48864
H -8.78902 4.24502 0.16194
H -8.95332 2.50391 0.49961
H -8.46295 3.59867 1.80354
H -6.57135 4.78249 1.62269
H -6.11699 4.94895 -0.09302
H -4.09843 4.59844 1.14935
H -4.37191 3.10160 0.28390
H -6.36276 1.85077 2.16669
H -5.28780 1.54079 3.51473
H -4.94764 -0.28725 1.99838
H -3.50040 0.75184 1.91744
H -2.77887 0.87057 -0.19785
H -3.89942 0.58338 -1.53833
H -3.58004 -0.72765 -0.37588
C 2.16317 1.10495 -2.72706
O 1.85426 1.56947 -4.03074
C 1.60278 0.50177 -4.94727
C 0.57933 0.92783 -6.00219
O -0.77018 0.95779 -5.51721
C -1.09120 2.01767 -4.60642
C -1.16333 3.39577 -5.27104
O 0.14755 3.89166 -5.54318
C 0.19004 4.72361 -6.69068
H 3.12025 0.57203 -2.73307
H 2.24126 1.96864 -2.06273
H 1.37167 0.45185 -2.34972
H 1.22968 -0.38531 -4.42126
H 2.55187 0.25554 -5.43067
H 0.58553 0.17381 -6.79733
H 0.85007 1.87353 -6.47279
H -0.42030 2.01364 -3.74524
H -2.08933 1.77814 -4.22243
H -1.64606 4.10697 -4.59228
H -1.75220 3.32187 -6.19013
H -0.21824 4.20150 -7.56212
H 1.23579 4.96449 -6.89982
H -0.36093 5.64947 -6.50814

Calculated values
**Molecular weight**: 606.75 g mol⁻¹
**Maximum force**: 9.3 eV/A
**E_LUMO**: -1.77 eV
**Electronic energy**: -56434.3545 eV
**Spin multiplicity**: 1
**SMILES string**: NCCCc1cccc2c1C(=O)NC2=O.COCCOCCOC.COCCOCCOC.COCCOCCOC
**Gap between HOMO and LUMO**: 0.2628 Ha